# C62H165N7O34

17 unconnected molecules or ions with the total composition C62H165N7O34 at a distorted geometry (ωB97M-V/def2-TZVPD, OMol25).

Calculated values
2S+1: 1
Kohn-Sham gap in eV: 8.8
Highest occupied orbital energy in eV: -8.769

Geometry as XYZ:
```
268
Properties=species:S:1:pos:R:3:mulliken_charge:R:1
C -8.783 -5.209 -0.740 -0.3417
C -8.686 -4.106 -1.830 -0.3522
O -9.790 -4.189 -2.782 -0.5136
O -9.917 -4.886 0.117 -0.5206
H -7.926 -5.241 -0.067 0.3290
H -8.907 -6.208 -1.158 0.2621
H -7.803 -4.370 -2.413 0.2740
H -8.579 -3.117 -1.385 0.2593
H -10.588 -4.284 -2.257 0.3259
H -9.730 -5.225 0.996 0.2738
C 2.420 8.238 4.708 -0.3903
C 1.109 7.534 5.109 -0.3854
O 0.259 8.289 5.953 -0.5255
O 3.284 8.322 5.803 -0.5096
H 2.248 9.188 4.202 0.3131
H 2.880 7.655 3.910 0.3079
H 1.411 6.627 5.633 0.2943
H 0.586 7.312 4.179 0.2900
H 0.732 8.616 6.722 0.3066
H 4.162 8.345 5.415 0.2986
C -4.750 4.623 2.998 -0.2302
C -4.975 6.144 2.996 -0.4812
O -4.740 6.776 4.244 -0.5059
O -3.512 4.295 3.496 -0.5214
H -4.798 4.131 2.027 0.3309
H -5.516 4.212 3.656 0.2023
H -5.947 6.376 2.559 0.3185
H -4.205 6.451 2.288 0.2822
H -3.976 6.344 4.633 0.3129
H -3.097 3.620 2.954 0.2873
C 6.012 3.076 7.096 -0.3681
C 5.913 2.903 5.581 -0.4669
O 5.019 1.863 5.173 -0.4989
O 6.786 2.059 7.722 -0.5173
H 5.033 3.058 7.576 0.2941
H 6.544 4.018 7.229 0.3170
H 6.932 2.878 5.194 0.2953
H 5.525 3.849 5.201 0.3205
H 5.359 1.033 5.514 0.3140
H 6.932 2.435 8.593 0.3098
C 0.551 -1.509 6.944 -0.5295
C -0.271 -0.852 5.813 -0.1458
O -1.371 -1.643 5.360 -0.5004
O -0.163 -1.628 8.167 -0.5116
H 1.438 -0.914 7.161 0.2822
H 0.928 -2.434 6.507 0.3020
H 0.391 -0.676 4.965 0.2686
H -0.662 0.098 6.178 0.2388
H -1.580 -1.322 4.480 0.2878
H -0.587 -2.489 8.177 0.3086
C 10.324 8.498 5.012 -0.3150
C 9.111 9.294 4.443 -0.4587
O 8.244 8.523 3.634 -0.5208
O 11.283 8.445 4.030 -0.4999
H 10.126 7.466 5.299 0.2738
H 10.689 9.052 5.878 0.3424
H 9.431 10.155 3.856 0.2958
H 8.526 9.635 5.297 0.3079
H 8.674 8.317 2.801 0.2908
H 12.142 8.229 4.401 0.2746
C -2.198 -7.729 -2.727 -0.3619
C -3.503 -8.289 -3.293 -0.2998
O -3.423 -9.685 -3.430 -0.5107
O -2.249 -6.313 -2.627 -0.4895
H -1.462 -8.093 -3.444 0.2733
H -2.072 -8.049 -1.693 0.2655
H -3.712 -7.764 -4.225 0.2453
H -4.379 -7.991 -2.717 0.2777
H -4.312 -9.963 -3.663 0.3166
H -2.181 -5.885 -3.483 0.2831
C -12.377 1.839 3.712 -0.3001
C -11.795 3.201 3.259 -0.4427
O -12.816 4.183 3.247 -0.5419
O -13.055 1.268 2.535 -0.5190
H -13.072 1.988 4.539 0.2810
H -11.549 1.191 3.999 0.3144
H -11.358 3.172 2.262 0.2897
H -11.008 3.457 3.968 0.3160
H -13.472 3.986 2.574 0.3215
H -13.353 0.388 2.776 0.2812
C -2.506 -2.258 -7.591 -0.3444
C -3.922 -1.894 -7.154 -0.3412
O -4.534 -1.073 -8.107 -0.5320
O -2.048 -3.300 -6.766 -0.5053
H -1.788 -1.439 -7.634 0.2771
H -2.619 -2.747 -8.558 0.2646
H -3.943 -1.448 -6.159 0.3074
H -4.522 -2.804 -7.177 0.2661
H -4.522 -1.539 -8.946 0.3050
H -1.184 -3.553 -7.101 0.3026
C -3.115 3.774 -4.688 -0.4021
C -2.392 4.949 -5.407 -0.3037
O -1.012 4.957 -4.964 -0.4856
O -3.238 4.099 -3.305 -0.4856
H -2.646 2.799 -4.825 0.2391
H -4.141 3.613 -5.021 0.3002
H -2.759 5.949 -5.178 0.2750
H -2.450 4.794 -6.485 0.2735
H -0.952 4.944 -4.006 0.3066
H -3.705 4.931 -3.204 0.2809
C 3.317 -15.091 -2.036 -0.7798
O 3.383 -14.258 -0.880 -0.3099
C 2.172 -13.556 -0.670 -0.5467
C 2.162 -12.783 0.610 -0.7006
N 3.215 -11.754 0.558 -0.3255
C 3.125 -10.697 1.578 -0.4803
C 4.407 -9.906 1.447 -0.5191
O 4.381 -8.738 0.646 -0.3730
C 3.362 -7.744 1.008 -0.6894
H 2.595 -15.895 -1.894 0.3080
H 4.343 -15.363 -2.283 0.2640
H 3.019 -14.612 -2.969 0.3193
H 1.259 -14.152 -0.673 0.4094
H 2.090 -12.814 -1.464 0.3021
H 2.373 -13.447 1.448 0.3545
H 1.199 -12.322 0.833 0.4304
H 4.042 -12.263 0.837 0.2099
H 3.035 -11.012 2.618 0.3325
H 2.261 -10.065 1.374 0.2998
H 5.236 -10.531 1.116 0.3057
H 4.754 -9.623 2.441 0.3649
H 2.327 -8.058 0.877 0.2416
H 3.437 -6.988 0.226 0.2722
H 3.484 -7.436 2.047 0.3104
C 4.374 13.536 -10.413 -0.7562
O 3.561 12.778 -9.585 -0.2330
C 2.214 13.175 -9.738 -0.6894
C 1.383 12.249 -8.837 -0.7789
N 1.649 12.312 -7.396 -0.4265
C 1.105 11.159 -6.676 -0.6560
C 1.431 11.405 -5.201 -0.6539
O 2.839 11.423 -4.885 -0.2633
C 3.037 11.823 -3.476 -0.7399
H 4.339 14.576 -10.090 0.3087
H 3.960 13.478 -11.420 0.2926
H 5.422 13.245 -10.482 0.2394
H 1.926 13.045 -10.781 0.4502
H 2.079 14.240 -9.550 0.4195
H 1.652 11.246 -9.166 0.3563
H 0.308 12.322 -9.002 0.4316
H 2.644 12.148 -7.443 0.2871
H 1.543 10.215 -6.999 0.3553
H 0.033 11.099 -6.864 0.4159
H 0.986 10.588 -4.634 0.4093
H 0.953 12.278 -4.757 0.3855
H 4.106 12.022 -3.402 0.2342
H 2.759 11.021 -2.792 0.2855
H 2.546 12.770 -3.251 0.3268
C 6.888 8.674 -6.667 -0.7624
O 6.250 7.622 -7.451 -0.3225
C 6.431 6.284 -6.946 -0.2990
C 5.665 5.299 -7.889 -0.6739
N 5.919 3.901 -7.454 -0.3581
C 5.181 3.445 -6.290 -0.7603
C 5.717 2.086 -5.704 -0.5645
O 6.954 2.427 -5.057 -0.2529
C 7.550 1.199 -4.595 -0.8117
H 7.971 8.554 -6.684 0.3230
H 6.587 8.710 -5.620 0.2871
H 6.767 9.687 -7.050 0.2710
H 6.002 6.235 -5.945 0.2797
H 7.517 6.191 -6.940 0.2985
H 6.042 5.376 -8.909 0.3236
H 4.592 5.464 -7.978 0.3031
H 5.542 3.375 -8.230 0.2494
H 4.116 3.335 -6.493 0.4701
H 5.069 4.166 -5.480 0.4182
H 5.721 1.392 -6.545 0.3088
H 4.974 1.671 -5.023 0.3896
H 7.034 0.808 -3.719 0.3142
H 8.536 1.504 -4.245 0.2470
H 7.585 0.323 -5.242 0.3228
C 1.591 4.295 -0.575 -0.7727
O 0.843 3.116 -0.723 -0.2531
C 0.893 2.252 0.437 -0.6558
C 0.099 0.943 0.182 -0.7075
N -1.351 1.039 0.234 -0.1301
C -1.941 -0.219 -0.233 -0.7811
C -3.448 -0.217 -0.120 -0.6558
O -3.847 0.104 1.242 -0.2092
C -5.248 0.205 1.492 -0.8495
H 0.966 4.969 0.010 0.3101
H 1.588 4.704 -1.585 0.2324
H 2.583 4.196 -0.133 0.3042
H 0.576 2.814 1.315 0.3628
H 1.940 2.042 0.656 0.4025
H 0.383 0.107 0.820 0.4010
H 0.381 0.569 -0.802 0.3586
H -1.635 1.854 -0.291 0.2070
H -1.612 -1.084 0.344 0.3636
H -1.690 -0.329 -1.288 0.4408
H -3.762 -1.184 -0.512 0.3828
H -3.851 0.477 -0.858 0.3408
H -5.729 -0.764 1.365 0.3233
H -5.841 0.831 0.825 0.3232
H -5.445 0.563 2.503 0.2681
C 12.983 4.099 1.745 -0.7792
O 12.556 4.933 0.662 -0.3190
C 11.146 5.085 0.703 -0.6037
C 10.759 5.786 -0.613 -0.7100
N 10.815 7.281 -0.397 -0.1406
C 10.768 8.135 -1.577 -0.6816
C 10.908 9.618 -1.138 -0.3806
O 11.336 10.506 -2.208 -0.3406
C 11.314 11.865 -1.781 -0.8211
H 12.950 4.554 2.735 0.2819
H 14.048 3.922 1.596 0.2851
H 12.566 3.098 1.851 0.3126
H 10.704 5.542 1.588 0.3283
H 10.725 4.081 0.747 0.5012
H 9.762 5.393 -0.813 0.3242
H 11.388 5.384 -1.407 0.3106
H 11.618 7.434 0.196 0.2213
H 9.819 7.948 -2.080 0.3175
H 11.530 7.822 -2.291 0.3660
H 11.765 9.590 -0.465 0.2756
H 10.014 9.922 -0.593 0.3106
H 11.847 12.095 -0.858 0.3206
H 10.360 12.355 -1.586 0.3271
H 11.814 12.540 -2.474 0.3023
C -11.251 -11.145 3.536 -0.7520
O -11.573 -9.828 3.854 -0.3290
C -10.395 -9.049 3.961 -0.4255
C -10.783 -7.756 4.677 -0.7051
N -9.720 -6.767 4.877 -0.2149
C -10.181 -5.695 5.756 -0.7517
C -9.023 -4.978 6.464 -0.5882
O -8.327 -5.953 7.212 -0.3197
C -7.090 -5.403 7.711 -0.7475
H -12.164 -11.680 3.276 0.2690
H -10.836 -11.730 4.357 0.2841
H -10.625 -11.087 2.645 0.3232
H -9.889 -8.736 3.048 0.3659
H -9.667 -9.590 4.565 0.3215
H -11.188 -8.066 5.640 0.3292
H -11.647 -7.248 4.249 0.3326
H -8.871 -7.161 5.257 0.2493
H -10.903 -6.047 6.494 0.3717
H -10.679 -4.912 5.184 0.3385
H -9.418 -4.248 7.171 0.4140
H -8.445 -4.530 5.656 0.3744
H -6.600 -4.945 6.852 0.3139
H -6.345 -6.143 8.004 0.2656
H -7.288 -4.658 8.481 0.2862
C -5.837 -16.654 4.673 -0.7855
O -6.022 -15.649 3.671 -0.2813
C -4.916 -15.618 2.833 -0.6325
C -5.134 -14.365 1.957 -0.6228
N -4.860 -13.238 2.833 -0.3108
C -4.920 -12.012 2.028 -0.7913
C -4.351 -10.838 2.937 -0.4569
O -4.877 -9.570 2.467 -0.2712
C -4.317 -8.456 3.175 -0.7525
H -4.901 -16.549 5.222 0.3270
H -5.940 -17.652 4.247 0.2933
H -6.583 -16.488 5.450 0.2564
H -4.965 -16.527 2.233 0.4314
H -3.942 -15.576 3.322 0.3579
H -6.157 -14.284 1.590 0.3442
H -4.391 -14.266 1.166 0.4318
H -5.658 -13.155 3.446 0.2263
H -5.893 -11.830 1.573 0.3889
H -4.236 -12.054 1.180 0.3577
H -3.268 -10.942 2.869 0.2863
H -4.611 -10.980 3.986 0.3398
H -4.378 -8.575 4.257 0.2975
H -4.820 -7.540 2.864 0.2569
H -3.285 -8.221 2.911 0.3076
```